(1)
# C15H30MnN2O2Si3

C15H30MnN2O2Si3 as an isolated structure (the ωB97M-V functional and the def2-TZVPD basis, OMol25).

Each line ends with the Löwdin charge.
Cartesian coordinates (Å):
1 Mn 0.00483 0.01894 1.56990  0.548
2 C 0.09612 1.18861 -2.21732  -0.197
3 Si -0.13448 -0.25610 -0.98085  0.457
4 C -1.22655 -1.66924 -1.66558  -0.201
5 C 1.58275 -1.13772 -1.41289  -0.305
6 C 1.87824 -1.42678 -2.75313  -0.127
7 C 3.04767 -2.06786 -3.12939  -0.116
8 C 3.96761 -2.44409 -2.15689  -0.120
9 C 3.68891 -2.17305 -0.82788  -0.124
10 C 2.51010 -1.52458 -0.44090  -0.329
11 Si 2.13309 -1.16312 1.38739  0.524
12 C 3.67613 -0.16439 1.97321  -0.259
13 C 2.37992 -2.84396 2.27266  -0.254
14 H 0.16586 0.80900 -3.24017  0.018
15 H 1.03954 1.69983 -2.00873  0.027
16 H -0.70023 1.93011 -2.19444  -0.024
17 H -1.17761 -1.69214 -2.75848  0.025
18 H -2.27600 -1.60801 -1.37678  0.001
19 H -0.83000 -2.62313 -1.31120  0.025
20 H 1.17257 -1.15117 -3.53227  0.082
21 H 3.24378 -2.27720 -4.17595  0.088
22 H 4.88829 -2.94480 -2.43599  0.087
23 H 4.40929 -2.47424 -0.07105  0.086
24 H 4.59420 -0.72408 1.77091  0.010
25 H 3.66238 0.04585 3.04803  0.001
26 H 3.74849 0.79135 1.44685  0.013
27 H 3.38430 -3.23858 2.08447  0.008
28 H 1.65892 -3.58477 1.92090  0.010
29 H 2.25714 -2.74900 3.35440  0.006
30 N 0.95905 1.66274 3.06918  -0.024
31 N 0.08317 1.81404 4.15892  -0.028
32 C -1.03066 0.91944 4.22905  -0.734
33 O -1.69147 0.92485 5.25790  0.004
34 O -1.20806 0.25720 3.15834  -0.150
35 H 1.72104 1.02277 3.26250  0.038
36 H 1.33387 2.56106 2.79499  0.093
37 H 0.48706 2.02854 5.05811  0.117
38 C -4.68664 1.21269 0.22023  -0.190
39 Si -3.12016 1.38196 -0.81615  0.438
40 C -3.46537 0.59183 -2.49572  -0.189
41 C -2.86287 3.23323 -1.10238  -0.188
42 C -1.68460 0.65877 0.14260  -0.398
43 H -5.54962 1.67036 -0.27084  0.021
44 H -4.55318 1.68640 1.19502  0.030
45 H -4.91956 0.16077 0.40180  0.027
46 H -4.20182 1.19657 -3.03322  0.025
47 H -3.87175 -0.41556 -2.39782  0.022
48 H -2.56443 0.52917 -3.10720  0.018
49 H -3.76257 3.66758 -1.54712  0.023
50 H -2.02539 3.45432 -1.76434  0.012
51 H -2.68374 3.74425 -0.15339  0.028
52 H -2.15937 -0.04683 0.84641  0.021
53 H -1.38820 1.53815 0.75427  0.024

Output
ΔE to the lowest compared entry with this formula, charge and spin, eV: 0.271
Charge: -1
2S+1: 5
HOMO level (alpha / beta), eV: -4.219 / -2.853
Lowest unoccupied orbital energy (alpha / beta), eV: 2.9 / 2.9
M, g mol⁻¹: 409.61



(2)
# C2H2INO2

A 2-piece molecular cluster, C2H2INO2 overall in a non-equilibrium geometry (the ωB97M-V functional and the def2-TZVPD basis, OMol25).

Each line ends with the Löwdin charge.
Cartesian coordinates (Å):
1 C 0.22522 -0.59243 -0.09440  -0.025
2 C 1.15959 0.25963 -0.04700  -0.755
3 N -1.60680 0.16843 0.00203  -0.346
4 O -1.70757 1.36184 -0.07624  0.073
5 O -2.33177 -0.73745 0.05904  0.084
6 I 3.16546 -0.06436 0.06139  0.872
7 H 0.02866 -1.66981 -0.07295  0.094
8 H 1.06721 1.27415 0.16812  0.001

Output
ΔE to the lowest compared entry with this formula, charge and spin, eV: 5.469
HOMO level, eV: -9.896
Lowest unoccupied orbital energy, eV: -0.3
M, g mol⁻¹: 198.95